No. 1
{"formula": "C51H50BMnN7O3P2S", "method": "ωB97M-V/def2-TZVPD", "species": ["Mn", "C", "C", "N", "N", "C", "B", "N", "C", "C", "C", "N", "N", "C", "C", "C", "N", "H", "H", "H", "H", "H", "H", "H", "H", "H", "H", "O", "C", "C", "O", "O", "C", "C", "C", "C", "C", "C", "C", "C", "C", "C", "C", "C", "H", "H", "H", "H", "H", "H", "H", "H", "H", "H", "H", "C", "S", "C", "C", "C", "N", "P", "C", "C", "C", "C", "C", "C", "C", "C", "C", "C", "C", "C", "P", "C", "C", "C", "C", "C", "C", "C", "C", "C", "C", "C", "C", "H", "H", "H", "H", "H", "H", "H", "H", "H", "H", "H", "H", "H", "H", "H", "H", "H", "H", "H", "H", "H", "H", "H", "H", "H", "H", "H", "H", "H"], "coordinates": [[-1.75, -0.80, -0.69], [-3.85, -0.45, 3.13], [-2.70, -0.61, 2.36], [-3.01, -0.73, 1.07], [-4.35, -0.67, 0.98], [-4.88, -0.50, 2.20], [-5.12, -0.95, -0.34], [-4.82, 0.16, -1.38], [-5.71, 0.86, -2.10], [-5.02, 1.54, -3.08], [-3.68, 1.18, -2.88], [-3.58, 0.35, -1.85], [-4.61, -2.25, -0.97], [-5.32, -3.32, -1.38], [-4.51, -4.12, -2.15], [-3.28, -3.45, -2.17], [-3.36, -2.33, -1.47], [-3.93, -0.33, 4.19], [-1.67, -0.68, 2.68], [-5.94, -0.41, 2.34], [-6.29, -1.01, -0.11], [-6.76, 0.83, -1.89], [-5.42, 2.20, -3.84], [-2.82, 1.48, -3.45], [-6.35, -3.45, -1.09], [-4.77, -5.05, -2.63], [-2.37, -3.73, -2.66], [1.33, -2.07, 1.20], [0.99, -3.43, 1.07], [-0.35, -3.50, 0.23], [-0.97, -4.55, 0.28], [-0.64, -2.48, -0.50], [0.76, -4.04, 2.45], [0.70, -3.20, 3.56], [0.53, -3.72, 4.84], [0.40, -5.08, 5.02], [0.43, -5.92, 3.92], [0.62, -5.41, 2.64], [2.08, -4.19, 0.31], [3.40, -3.74, 0.35], [4.41, -4.43, -0.31], [4.12, -5.60, -1.00], [2.81, -6.05, -1.04], [1.80, -5.35, -0.40], [2.16, -2.03, 1.69], [0.78, -2.13, 3.43], [0.50, -3.05, 5.69], [0.26, -5.49, 6.02], [0.32, -6.99, 4.05], [0.65, -6.08, 1.80], [3.67, -2.85, 0.90], [5.43, -4.06, -0.27], [4.91, -6.13, -1.51], [2.57, -6.96, -1.58], [0.78, -5.70, -0.46], [4.11, 4.80, 1.91], [2.83, 6.06, 1.68], [1.58, 5.07, 0.81], [0.96, 3.99, 1.69], [-0.21, 3.27, 1.02], [0.23, 2.37, -0.07], [0.58, 0.66, 0.34], [2.13, 0.50, -0.64], [2.44, -0.68, -1.30], [3.68, -0.82, -1.93], [4.59, 0.22, -1.93], [4.28, 1.41, -1.28], [3.06, 1.55, -0.64], [1.34, 0.80, 2.01], [0.50, 1.04, 3.10], [1.00, 1.10, 4.39], [2.34, 0.90, 4.63], [3.19, 0.62, 3.57], [2.69, 0.57, 2.27], [-1.06, 2.19, -1.27], [-1.42, 3.94, -1.74], [-0.48, 4.92, -2.06], [-0.89, 6.20, -2.40], [-2.24, 6.53, -2.41], [-3.18, 5.57, -2.06], [-2.77, 4.29, -1.72], [-0.15, 1.58, -2.77], [-0.61, 0.40, -3.35], [-0.01, -0.14, -4.47], [1.08, 0.51, -5.04], [1.55, 1.69, -4.48], [0.94, 2.22, -3.36], [4.95, 5.29, 2.40], [4.43, 4.41, 0.94], [3.75, 3.99, 2.54], [2.04, 4.65, -0.08], [0.82, 5.79, 0.50], [0.60, 4.44, 2.62], [1.72, 3.26, 1.95], [-0.87, 4.03, 0.59], [-0.80, 2.75, 1.78], [1.73, -1.50, -1.30], [3.93, -1.76, -2.41], [5.54, 0.10, -2.42], [4.98, 2.23, -1.29], [2.82, 2.46, -0.11], [-0.57, 1.16, 2.94], [0.32, 1.32, 5.21], [2.74, 0.94, 5.64], [4.25, 0.45, 3.74], [3.37, 0.33, 1.46], [0.58, 4.70, -2.04], [-0.15, 6.95, -2.65], [-2.55, 7.53, -2.68], [-4.23, 5.82, -2.04], [-3.50, 3.55, -1.43], [-1.48, -0.11, -2.94], [-0.38, -1.06, -4.90], [1.56, 0.10, -5.92], [2.41, 2.19, -4.91], [1.33, 3.13, -2.93]], "spin_multiplicity": 6, "gap_ev": [8.32, 8.42], "charge": 0, "max_force_ev_per_a": 1.33, "s2": 8.7538, "e_lumo_ev": [0.1, 0.1]}

***

No. 2
{"formula": "C38H39AsBrFeN7O2S", "method": "ωB97M-V/def2-TZVPD", "species": ["Fe", "O", "C", "C", "C", "C", "C", "C", "C", "O", "N", "N", "C", "C", "Br", "C", "C", "C", "C", "C", "C", "C", "H", "H", "H", "H", "H", "H", "H", "H", "H", "H", "H", "H", "H", "H", "S", "C", "C", "C", "C", "C", "C", "As", "C", "C", "C", "C", "C", "C", "C", "C", "C", "C", "C", "C", "H", "H", "H", "H", "H", "H", "H", "H", "H", "H", "H", "H", "H", "H", "C", "N", "C", "C", "N", "N", "C", "N", "N", "H", "H", "H", "H", "H", "H", "H", "H", "H", "H", "H"], "coordinates": [[0.08, 0.90, -0.71], [4.44, -0.95, -3.17], [3.67, -2.07, -3.04], [4.05, -3.21, -3.75], [3.29, -4.36, -3.64], [2.16, -4.40, -2.83], [1.78, -3.25, -2.14], [2.51, -2.08, -2.26], [2.08, -0.80, -1.59], [0.85, -0.86, -0.98], [3.14, -0.44, -0.60], [2.63, 0.45, 0.29], [3.05, 0.48, 1.49], [2.38, 1.31, 2.48], [0.76, 2.09, 1.86], [2.78, 1.37, 3.75], [2.15, 2.02, 4.91], [1.55, 3.28, 4.85], [0.96, 3.83, 5.98], [0.97, 3.13, 7.18], [1.58, 1.89, 7.25], [2.18, 1.35, 6.13], [4.28, -0.38, -2.41], [4.94, -3.17, -4.36], [3.59, -5.25, -4.18], [1.59, -5.31, -2.73], [0.91, -3.25, -1.51], [2.10, 0.00, -2.35], [3.52, -1.28, -0.16], [3.85, -0.17, 1.84], [3.68, 0.80, 3.97], [1.56, 3.84, 3.92], [0.51, 4.81, 5.92], [0.51, 3.56, 8.05], [1.60, 1.35, 8.19], [2.67, 0.38, 6.19], [-1.50, 2.60, -0.46], [-3.09, 1.89, -0.13], [-4.22, 2.71, -0.20], [-5.47, 2.18, 0.04], [-5.64, 0.83, 0.33], [-4.52, 0.01, 0.41], [-3.26, 0.55, 0.19], [-1.62, -0.42, 0.34], [-2.03, -2.25, -0.12], [-1.91, -2.73, -1.42], [-2.29, -4.02, -1.73], [-2.79, -4.85, -0.74], [-2.92, -4.39, 0.56], [-2.53, -3.09, 0.87], [-1.25, -0.53, 2.23], [-0.13, -1.26, 2.63], [0.27, -1.22, 3.95], [-0.43, -0.45, 4.87], [-1.55, 0.26, 4.47], [-1.96, 0.23, 3.15], [-4.11, 3.76, -0.43], [-6.34, 2.82, -0.02], [-6.63, 0.42, 0.50], [-4.63, -1.04, 0.64], [-1.48, -2.11, -2.20], [-2.18, -4.39, -2.74], [-3.09, -5.87, -0.98], [-3.31, -5.03, 1.33], [-2.63, -2.74, 1.89], [0.43, -1.84, 1.90], [1.14, -1.78, 4.27], [-0.10, -0.41, 5.90], [-2.10, 0.86, 5.19], [-2.82, 0.80, 2.83], [0.02, 1.50, -6.03], [-0.69, 1.02, -4.85], [-1.38, -0.26, -4.98], [-0.29, 1.38, -3.60], [-0.49, 0.66, -2.55], [0.32, 2.62, -3.50], [1.11, 3.05, -2.45], [1.72, 4.24, -2.67], [1.27, 2.34, -1.39], [-0.50, 1.12, -6.91], [1.06, 1.17, -6.06], [-0.01, 2.59, -6.11], [-1.80, -0.33, -5.98], [-2.21, -0.31, -4.27], [-0.71, -1.11, -4.82], [-0.73, -0.30, -2.74], [0.23, 3.23, -4.29], [1.39, 4.85, -3.39], [2.14, 4.70, -1.88], [1.89, 2.76, -0.70]], "spin_multiplicity": 2, "de_lowest_kj_mol": 0.0, "gap_ev": [7.40, 7.52], "charge": 1, "max_force_ev_per_a": 0.64, "s2": 0.7989, "e_lumo_ev": [-2.6, -2.5]}

***

No. 3
{"formula": "C21H61N3O10", "method": "ωB97M-V/def2-TZVPD", "species": ["C", "O", "H", "H", "H", "H", "C", "O", "H", "H", "H", "H", "C", "O", "H", "H", "H", "H", "C", "O", "H", "H", "H", "H", "C", "O", "H", "H", "H", "H", "C", "O", "C", "C", "N", "C", "C", "O", "C", "H", "H", "H", "H", "H", "H", "H", "H", "H", "H", "H", "H", "H", "H", "H", "C", "O", "C", "C", "N", "C", "C", "O", "C", "H", "H", "H", "H", "H", "H", "H", "H", "H", "H", "H", "H", "H", "H", "H", "C", "C", "C", "O", "C", "N", "H", "H", "H", "H", "H", "H", "H", "H", "H", "H", "H"], "coordinates": [[3.26, 3.56, 1.42], [3.26, 3.72, 0.01], [2.19, 3.56, 1.63], [3.67, 2.61, 1.76], [3.92, 4.39, 1.67], [2.69, 3.03, -0.33], [1.57, 1.34, -0.26], [0.24, 0.81, -0.30], [1.72, 1.64, 0.78], [2.32, 0.57, -0.44], [1.73, 2.20, -0.91], [0.03, 0.32, 0.50], [-0.02, 0.50, -2.59], [0.35, -0.18, -3.81], [-1.10, 0.62, -2.63], [0.14, -0.12, -1.71], [0.41, 1.47, -2.35], [1.28, 0.05, -3.91], [2.69, 0.68, 2.60], [1.70, 1.62, 2.25], [2.90, -0.13, 1.90], [3.60, 1.27, 2.63], [2.55, 0.40, 3.64], [0.87, 1.16, 2.45], [0.80, -1.24, 2.09], [0.51, 0.15, 1.90], [0.83, -1.77, 1.13], [1.81, -1.46, 2.45], [0.11, -1.77, 2.75], [0.19, 0.38, 2.78], [2.24, 2.70, -3.53], [1.68, 3.15, -2.31], [1.77, 4.45, -2.05], [0.88, 4.90, -0.81], [-0.47, 5.21, -1.28], [-1.34, 4.09, -1.72], [-1.69, 3.25, -0.45], [-2.15, 3.95, 0.66], [-2.76, 3.07, 1.61], [1.60, 1.90, -3.90], [3.22, 2.24, -3.40], [2.18, 3.45, -4.31], [1.38, 4.87, -2.98], [2.82, 4.69, -1.89], [1.31, 5.81, -0.39], [0.97, 4.21, 0.03], [-1.07, 5.52, -0.52], [-0.86, 3.57, -2.55], [-2.27, 4.50, -2.12], [-0.80, 2.70, -0.15], [-2.50, 2.56, -0.69], [-3.65, 2.51, 1.34], [-3.02, 3.68, 2.48], [-1.97, 2.36, 1.86], [-1.33, 0.41, 0.70], [-2.20, -0.42, 0.07], [-2.76, -1.43, 0.94], [-3.99, -2.09, 0.27], [-4.28, -3.44, 0.83], [-5.52, -4.03, 0.31], [-5.71, -5.46, 0.83], [-6.98, -5.92, 0.39], [-7.28, -7.27, 0.64], [-1.88, 1.10, 1.33], [-0.75, 1.02, 0.02], [-0.48, -0.11, 1.15], [-3.07, -1.09, 1.93], [-1.99, -2.17, 1.15], [-3.70, -2.19, -0.77], [-4.82, -1.39, 0.41], [-3.57, -4.02, 0.41], [-5.34, -4.05, -0.76], [-6.41, -3.43, 0.47], [-5.75, -5.42, 1.92], [-4.95, -6.21, 0.62], [-6.51, -7.93, 0.23], [-8.26, -7.60, 0.31], [-7.28, -7.57, 1.68], [5.70, -1.27, -0.23], [4.57, -2.31, 0.07], [3.35, -2.34, -0.91], [2.17, -2.77, -0.21], [0.89, -2.09, -0.54], [5.10, -3.66, 0.09], [6.36, -1.60, -1.03], [6.38, -1.38, 0.62], [5.53, -0.20, -0.37], [4.17, -2.22, 1.08], [3.64, -2.87, -1.81], [3.30, -1.31, -1.24], [0.84, -2.23, -1.62], [0.71, -1.09, -0.17], [0.05, -2.65, -0.14], [4.45, -4.26, 0.59], [5.89, -3.74, 0.71]], "spin_multiplicity": 1, "de_lowest_kj_mol": 1962.6, "gap_ev": 7.45, "charge": 0, "max_force_ev_per_a": 14.67, "e_lumo_ev": -0.1}

***

No. 4
{"formula": "C27H28AlBrNO3P2", "method": "ωB97M-V/def2-TZVPD", "species": ["C", "C", "C", "C", "C", "C", "C", "C", "C", "C", "C", "C", "C", "H", "H", "H", "H", "H", "H", "H", "N", "Al", "C", "H", "H", "C", "H", "H", "P", "P", "C", "H", "H", "H", "C", "H", "H", "H", "C", "H", "H", "H", "C", "H", "H", "H", "C", "O", "H", "Br", "C", "C", "C", "C", "C", "C", "C", "O", "O", "H", "H", "H", "H"], "coordinates": [[-2.56, -3.48, -2.04], [-1.68, -2.43, -1.89], [-2.16, -1.16, -1.39], [-3.52, -0.98, -1.11], [-4.38, -2.06, -1.28], [-3.91, -3.31, -1.68], [-4.09, 0.36, -0.70], [-3.21, 1.43, -1.35], [-1.86, 1.16, -1.68], [-1.07, 2.13, -2.40], [-1.62, 3.36, -2.69], [-2.95, 3.63, -2.31], [-3.73, 2.65, -1.73], [-2.21, -4.46, -2.34], [-5.43, -1.87, -1.09], [-4.59, -4.15, -1.71], [-5.09, 0.44, -1.13], [-1.01, 4.16, -3.12], [-3.36, 4.62, -2.47], [-4.80, 2.80, -1.54], [-1.32, -0.05, -1.24], [0.20, -0.01, -0.02], [-0.19, -2.69, -2.12], [0.26, -2.13, -2.94], [0.02, -3.75, -2.30], [0.42, 1.93, -2.69], [0.65, 1.04, -3.30], [0.88, 2.80, -3.18], [0.58, -2.25, -0.54], [1.20, 1.76, -1.05], [1.11, 3.42, -0.32], [1.24, 3.35, 0.77], [1.89, 4.07, -0.76], [0.12, 3.87, -0.52], [2.93, 1.24, -1.20], [3.51, 2.03, -1.68], [3.33, 1.04, -0.20], [2.98, 0.31, -1.79], [-0.21, -3.35, 0.67], [-0.01, -4.40, 0.40], [0.16, -3.14, 1.68], [-1.30, -3.19, 0.67], [2.34, -2.59, -0.55], [2.75, -2.41, 0.46], [2.50, -3.64, -0.84], [2.84, -1.92, -1.26], [-0.79, 1.51, 1.17], [-1.59, 2.32, 1.42], [-4.27, 0.48, 0.37], [0.93, -2.17, 4.02], [2.33, -0.91, 4.22], [3.41, -1.17, 5.08], [4.42, -0.22, 5.25], [4.35, 1.02, 4.60], [3.27, 1.30, 3.75], [2.30, 0.33, 3.54], [1.26, 0.57, 2.50], [0.65, 1.68, 2.46], [1.07, -0.37, 1.64], [3.45, -2.12, 5.60], [5.26, -0.44, 5.92], [5.12, 1.77, 4.73], [3.18, 2.26, 3.22]], "spin_multiplicity": 1, "gap_ev": 7.63, "charge": 1, "max_force_ev_per_a": 4.31, "e_lumo_ev": -2.5}

***

No. 5
{"formula": "C4H12NO", "method": "ωB97M-V/def2-TZVPD", "species": ["C", "C", "C", "C", "N", "O", "H", "H", "H", "H", "H", "H", "H", "H", "H", "H", "H", "H"], "coordinates": [[-0.15, 0.68, 0.88], [-0.86, -1.55, -0.04], [2.08, 0.68, -0.42], [-1.26, -0.09, 0.22], [-1.75, 0.54, -0.99], [2.77, -0.39, -0.17], [0.82, 0.60, 0.22], [-0.35, 1.75, 0.95], [0.12, 0.27, 1.85], [-0.15, -1.60, -0.87], [-1.72, -2.15, -0.29], [-0.40, -1.98, 0.85], [2.40, 1.64, -0.02], [1.67, 0.71, -1.43], [-2.04, -0.10, 1.01], [-2.23, 1.41, -0.81], [-2.35, -0.09, -1.52], [3.39, -0.33, 0.58]], "spin_multiplicity": 1, "de_lowest_kj_mol": 318.0, "gap_ev": 7.44, "charge": 1, "max_force_ev_per_a": 1.34, "e_lumo_ev": -5.9}

***

How do the records compare in E_tot? In the order shown, they have -4839.3646, -8476.7157, -1752.3796, -4825.2505, -289.2537 a.u..